# 1
{
  "formula": "C24H41BeF3N4O5S2",
  "method": "the ωB97M-V functional and the def2-TZVPD basis",
  "elements": ["C", "C", "C", "C", "C", "C", "H", "C", "H", "C", "N", "C", "C", "H", "H", "C", "H", "H", "H", "H", "H", "H", "H", "C", "C", "O", "H", "H", "H", "H", "C", "O", "H", "C", "H", "H", "H", "H", "H", "H", "O", "S", "H", "H", "H", "H", "C", "C", "H", "N", "H", "H", "N", "C", "H", "C", "Be", "F", "C", "H", "O", "H", "H", "H", "H", "C", "H", "H", "F", "S", "H", "H", "O", "N", "F", "H", "H", "C", "C", "C"],
  "xyz": [[1.9313, -3.3532, -0.3472], [4.7122, 0.5804, -1.2437], [1.3949, 1.4284, 4.0105], [-4.2596, 4.2561, 1.4321], [-3.1089, -1.1400, 3.5786], [-3.7107, 2.3553, 2.4016], [-1.6984, -0.4243, -2.1626], [-2.9926, -0.2681, 4.6789], [-1.5182, -0.1308, 0.2278], [-3.9299, 3.6774, 2.6861], [-4.7442, -1.5952, 4.8885], [-2.7358, -3.5098, -3.5399], [-0.6738, -0.4932, -1.7970], [3.4111, 1.2997, 4.7906], [-2.0870, -3.4188, -4.4110], [3.1412, 0.8299, 2.6404], [-1.7468, 4.0716, -1.7493], [3.9988, 0.6451, 2.0104], [5.5861, 0.6066, -3.0561], [-0.4813, -1.5550, -1.6434], [2.2718, -2.4782, -0.9009], [0.8195, 1.7196, 4.8768], [1.8733, 0.6539, 0.9169], [4.0966, -1.6743, -3.2338], [-0.8618, 0.3130, -0.5208], [0.2167, 0.0379, -2.7373], [-2.3762, -1.3387, 2.8104], [-2.2755, 0.5259, 4.8263], [-2.2907, 4.0298, -3.3920], [-2.4040, -2.7574, -2.8244], [-4.1404, -2.0236, 3.7802], [3.8852, -2.6817, 1.3735], [-5.5118, -2.0617, 5.3504], [1.1498, 3.5671, -1.9730], [-2.6739, -4.5536, -3.2322], [0.0779, 0.2998, 0.0314], [0.7640, 2.6278, -1.5768], [1.2235, 4.3639, -1.2329], [-4.7651, 5.1966, 1.2698], [0.8592, -3.4416, -0.5230], [3.7300, -0.2828, -3.4298], [0.1828, 4.1125, -3.5102], [-4.5972, -2.9196, 3.3867], [-1.1920, 1.3353, -0.7051], [-0.0844, 1.1165, 2.3285], [2.1398, 3.2504, -2.3013], [-1.5008, 3.6703, -2.7325], [2.8571, -2.4257, -3.6752], [-1.6378, 2.6230, -2.4635], [1.9595, 0.8012, 1.9123], [2.9349, -3.5098, -3.5932], [0.5914, -3.8352, 2.3936], [-3.4379, 2.2125, 1.0745], [-4.1105, -3.0367, -3.9466], [4.0717, -2.0231, -2.2014], [-3.9940, -0.6373, 5.5258], [1.9292, 0.9931, -4.6236], [3.6635, 0.1521, -0.4860], [2.7402, 1.2043, 3.9496], [-4.2889, -0.2728, 6.4987], [0.3710, 2.8167, -4.3113], [1.9853, -2.1456, -3.0839], [2.5909, -4.1288, -0.7366], [1.8607, -4.9984, 1.9781], [5.0244, -2.0057, -3.7001], [0.9251, 1.1101, 2.7122], [2.5545, -2.2455, -4.7067], [-3.0775, 1.3779, 0.6344], [5.5979, -0.3526, -0.9620], [2.3742, -2.6105, 1.2814], [-4.0897, 4.1858, 3.6254], [-3.4786, 1.5773, 3.1137], [4.1694, 1.8104, -3.5206], [-5.1541, -2.7241, -4.3442], [5.1488, 1.6875, -0.7072], [1.9888, -3.8352, 3.3709], [-3.6575, 3.6916, -0.5570], [1.6693, -3.9882, 2.3400], [-3.7166, 3.3896, 0.4782], [4.5311, 0.6727, -2.7903]],
  "forces_ev_per_a": [[0.72, 1.91, -0.06], [-1.31, -0.85, 0.09], [0.61, -0.56, -0.19], [2.04, -0.16, -0.46], [1.29, -1.44, -1.47], [2.13, -0.33, 1.83], [-0.55, -0.48, -0.73], [0.02, -0.24, 0.16], [-0.58, -0.40, -0.35], [-2.34, -0.08, -0.44], [-0.37, 0.02, 2.80], [-0.95, 1.14, -0.82], [-0.64, 0.52, -1.93], [0.10, 0.01, -0.14], [-0.06, 0.10, -0.08], [-2.18, 0.14, -1.76], [0.74, 1.07, 0.01], [0.64, -0.07, 0.82], [0.49, -0.89, -0.23], [0.11, -0.30, 0.62], [-0.33, 0.10, -0.63], [-0.02, -0.05, -0.19], [0.19, -0.25, -0.14], [-2.13, -0.98, 0.26], [1.26, -0.20, 0.87], [1.05, 0.85, 0.54], [0.06, 0.46, -0.20], [-0.01, -0.17, 0.06], [0.19, -0.24, -0.23], [0.31, -0.51, 0.33], [-0.54, 0.37, -0.24], [-1.50, 0.40, -0.05], [0.15, 0.04, -0.18], [0.16, 0.49, -0.52], [-0.40, 0.30, 0.37], [0.49, 0.54, 0.00], [-0.81, 0.22, -0.19], [-0.11, -0.04, -0.05], [0.49, 0.11, -0.17], [0.13, -0.30, 0.23], [0.47, -2.27, 0.91], [-0.59, -3.69, 2.88], [0.62, 0.20, -0.90], [0.21, 0.00, -0.11], [-0.04, 0.03, -0.02], [0.23, 0.58, -0.44], [-0.27, 0.80, 0.22], [-0.65, -0.54, -0.98], [0.80, -0.40, -1.13], [0.27, 0.17, 0.70], [0.38, -0.04, 0.08], [-0.16, 0.07, -0.36], [0.02, -0.37, -0.18], [-0.25, -0.76, -0.51], [0.90, 0.96, 0.54], [-1.06, 0.57, 0.19], [0.17, 1.13, 3.83], [-1.50, 0.54, -0.06], [1.09, 0.26, 1.40], [-0.02, 0.11, -0.18], [1.04, -0.33, -1.38], [0.14, 0.30, 0.17], [-0.27, -0.50, 0.79], [0.37, 0.27, -0.08], [-0.02, 0.55, -0.25], [-0.55, 0.25, -0.63], [0.23, 0.15, -0.29], [-0.28, 0.24, 0.12], [1.49, -0.88, -0.47], [0.70, -2.67, 0.33], [-0.14, -0.51, 0.15], [-0.12, -0.14, -0.29], [-1.81, -0.23, 1.39], [1.37, -0.24, 0.69], [0.12, 1.42, 0.14], [0.46, -0.11, -0.15], [0.04, -0.94, -0.18], [-0.23, 0.95, 0.06], [-1.91, 2.24, -0.44], [0.23, 2.57, -3.14]],
  "lowdin_charge": [-0.2420, -0.5852, 0.0188, -0.0912, -0.1465, -0.1471, 0.0861, -0.1433, 0.0627, -0.0974, 0.0039, -0.0608, -0.4619, 0.1289, 0.0758, 0.0875, 0.0328, 0.1434, 0.1610, 0.0750, -0.0059, 0.1312, 0.1235, -0.2044, -0.1004, -0.3422, 0.0755, 0.0859, 0.0504, 0.0463, -0.1312, -0.5556, 0.1567, -0.2170, 0.0785, 0.0297, 0.0278, 0.0531, 0.0950, 0.0564, -0.1439, 0.9724, 0.1215, 0.0519, 0.1373, 0.0274, -0.2177, -0.0917, 0.0413, 0.0846, 0.0861, 0.0396, 0.0175, -0.2593, 0.1019, -0.1195, 1.1152, 0.0912, -0.0038, 0.1144, -0.6563, 0.0519, 0.0737, 0.0593, 0.1382, 0.0230, 0.0710, 0.1179, 0.1628, 0.8062, 0.0950, 0.0702, -0.1625, 0.1154, 0.1914, 0.0449, 0.0917, -0.2351, -0.1587, -0.4203],
  "total_energy_ha": -2644.31667,
  "spin_multiplicity": 2,
  "total_charge": 1,
  "homo_energy_ha": [-0.3715, -0.3715]
}

---

# 2
{
  "formula": "C16H28AsN4ReS",
  "method": "the ωB97M-V functional and the def2-TZVPD basis",
  "elements": ["H", "H", "C", "H", "H", "C", "C", "H", "C", "C", "H", "N", "H", "N", "H", "C", "H", "H", "C", "C", "H", "H", "Re", "H", "C", "C", "H", "H", "H", "H", "H", "H", "C", "H", "H", "C", "As", "H", "N", "C", "H", "H", "H", "H", "N", "H", "C", "C", "H", "C", "S"],
  "xyz": [[4.8126, -0.7793, 3.6632], [1.1845, 4.5522, -2.0916], [1.2372, 4.4035, 1.5071], [-1.9571, 0.8127, 4.4832], [0.6022, 4.2927, 2.3855], [-4.6055, 0.4735, 1.1896], [2.6522, 3.8831, 1.7305], [-0.5248, 2.8660, -2.8385], [3.5233, 0.6361, 4.6386], [1.2071, 3.5568, -1.6501], [0.3319, 1.4854, -2.0932], [1.1675, 0.2035, 2.6063], [1.2303, 5.4597, 1.2247], [-2.0034, 0.8476, 0.3691], [2.2470, 3.2823, -1.4849], [-1.2323, 0.1427, 4.0164], [3.3135, 4.1198, 0.8974], [-2.3474, 3.6849, 1.6436], [-2.2772, 0.6138, 1.6996], [-1.1052, 0.4673, 2.5720], [2.6765, 2.8076, 1.9097], [4.1343, -0.3609, 1.5822], [-0.0177, 1.0821, -0.0417], [-5.6277, 0.3210, 1.5154], [-3.5698, 0.4342, 2.1230], [-2.1779, 4.6237, 1.1105], [-0.2754, 0.2276, 4.5174], [1.0288, 2.2800, -3.4372], [-1.5977, -0.8808, 4.1464], [4.0274, 1.5397, 4.2931], [-1.9909, 3.8300, -0.9204], [2.4654, 0.8459, 4.7854], [-3.0228, 0.8698, -0.5399], [3.9504, 0.3723, 5.6055], [3.2083, -1.4213, 3.9812], [2.2187, 0.1330, 1.8360], [0.2970, 3.5660, 0.0527], [-5.1108, 0.7074, -0.9026], [0.0231, 0.5546, 1.9332], [0.4663, 2.5323, -2.5385], [-1.1595, 5.3620, -0.6856], [-3.1537, 5.0589, 0.8936], [-3.7764, 0.2434, 3.1673], [3.0625, 4.3652, 2.6175], [3.4077, -0.2212, 2.2692], [-1.6582, 5.3096, 1.7766], [-4.3266, 0.6913, -0.1579], [-1.4254, 4.4202, -0.2005], [-2.7521, 1.0395, -1.5749], [3.7562, -0.5263, 3.6904], [2.1127, 0.4304, 0.0525]],
  "forces_ev_per_a": [[0.02, -0.06, -0.01], [-0.03, 0.02, -0.10], [0.20, 0.00, 0.05], [0.01, -0.02, 0.00], [-0.03, -0.02, 0.03], [-0.07, 0.01, -0.08], [0.01, 0.04, 0.00], [0.01, 0.06, -0.01], [-0.03, -0.01, -0.01], [-0.10, -0.27, -0.26], [0.11, 0.09, 0.11], [-0.26, 0.23, -0.34], [0.02, 0.07, 0.06], [-0.42, -0.50, -0.30], [0.03, -0.02, 0.00], [0.00, 0.02, -0.15], [-0.02, -0.01, -0.01], [0.01, -0.02, -0.03], [-0.04, 0.07, -0.30], [-0.38, -0.08, 0.22], [-0.04, 0.01, 0.03], [0.05, 0.05, 0.00], [0.98, 0.44, 0.36], [0.01, -0.01, -0.01], [-0.16, 0.02, 0.12], [-0.06, 0.03, -0.07], [0.03, 0.01, 0.01], [0.05, 0.03, -0.01], [0.00, -0.01, -0.03], [0.02, -0.03, -0.01], [-0.02, 0.00, -0.04], [0.02, 0.00, -0.01], [0.46, 0.03, 0.35], [-0.02, 0.01, 0.00], [-0.09, 0.01, 0.04], [0.17, -0.12, 0.10], [0.17, -0.15, 0.00], [-0.02, 0.01, 0.02], [0.46, 0.04, -0.12], [-0.08, 0.00, 0.30], [-0.06, 0.09, 0.00], [0.03, 0.01, 0.02], [-0.03, -0.01, -0.03], [0.01, 0.02, -0.02], [0.08, 0.06, 0.25], [0.01, 0.01, 0.01], [-0.26, 0.00, 0.14], [-0.10, -0.07, 0.13], [0.05, -0.05, 0.00], [0.02, 0.08, -0.27], [-0.71, -0.11, -0.13]],
  "lowdin_charge": [0.1321, 0.1047, -0.3519, 0.1131, 0.0864, 0.0681, -0.1233, 0.0874, -0.0683, -0.3574, 0.0125, 0.0659, 0.1059, -0.1060, 0.0771, 0.0345, 0.0894, 0.0611, -0.1962, -0.2093, 0.0361, 0.1422, 1.0482, 0.1508, 0.0598, -0.1247, 0.0860, 0.1149, 0.1307, 0.0823, 0.0675, 0.0557, -0.0583, 0.0972, 0.1320, -0.6841, 1.1854, 0.1451, -0.1526, -0.1446, 0.1037, 0.1007, 0.1425, 0.1021, 0.0384, 0.0838, 0.0249, -0.3530, 0.1321, -0.1665, 0.7960],
  "total_energy_ha": -3556.65737,
  "spin_multiplicity": 2,
  "total_charge": 3,
  "homo_energy_ha": [-0.6631, -0.6660]
}

---

# 3
{
  "formula": "C5H4N2OS",
  "method": "the ωB97M-V functional and the def2-TZVPD basis",
  "elements": ["N", "C", "H", "C", "H", "C", "C", "S", "O", "C", "H", "N", "H"],
  "xyz": [[-0.3431, 1.2747, 0.9988], [-0.4032, -0.6917, -0.2763], [-2.0037, 1.6428, 2.1189], [-2.1885, -0.2067, 1.1140], [-3.0272, -0.8343, 0.9833], [1.4902, 0.6060, -0.3136], [1.9421, -0.3884, -1.0632], [0.7447, -1.7833, -1.0942], [0.3223, -2.0101, -2.4744], [-1.5780, 0.9205, 1.4281], [2.9011, -0.4612, -1.5386], [0.1841, 0.3933, 0.1673], [1.9592, 1.5383, -0.0501]],
  "forces_ev_per_a": [[0.28, 1.02, 0.53], [-3.06, 0.84, 2.62], [-0.18, -0.08, -0.07], [3.19, -1.30, -2.47], [-0.53, -0.18, 0.03], [0.85, -0.06, -0.43], [-0.48, -0.22, 0.44], [0.39, 1.08, 0.39], [-0.15, -0.42, -0.67], [0.53, 0.29, -0.06], [0.14, -0.05, -0.12], [-1.02, -0.98, -0.23], [0.05, 0.07, 0.05]],
  "lowdin_charge": [0.0247, -0.1487, 0.1131, 0.1925, 0.0329, -0.0956, -0.1711, 0.9177, -0.5191, -0.2828, 0.0818, -0.2695, 0.1239],
  "de_lowest_kj_mol": 575.5,
  "total_energy_ha": -775.61363,
  "total_charge": 0,
  "homo_energy_ha": [-0.3135, -0.3136]
}

---

# 4
{
  "formula": "C16H17N3O2",
  "method": "the ωB97M-V functional and the def2-TZVPD basis",
  "elements": ["C", "C", "H", "H", "O", "N", "C", "H", "H", "H", "C", "H", "C", "N", "H", "C", "C", "N", "C", "H", "C", "C", "C", "H", "C", "H", "H", "C", "H", "H", "H", "H", "O", "C", "C", "C", "H", "H"],
  "xyz": [[2.8427, 0.0403, 3.1815], [-2.0104, -0.7302, 3.2032], [-2.5564, -1.8455, -4.4483], [3.5971, -0.4171, 3.8246], [-1.3901, 1.1805, -4.0939], [2.2363, 0.0872, -0.7079], [3.4281, 1.2653, 2.4904], [-1.0054, 1.5741, -1.5425], [-0.0418, -1.2876, 3.8693], [3.1436, -0.1884, -0.3558], [-2.2635, -0.8217, -4.5566], [4.3018, 0.9930, 1.9018], [1.2743, -0.0709, 0.1064], [-0.0151, 0.2894, -0.2271], [3.1661, -1.2657, 1.4850], [-2.2265, 0.1510, 0.9608], [-1.5942, -0.0714, -3.6153], [1.2324, -0.5550, 1.4078], [-1.1171, -0.4428, -2.2864], [2.6951, 1.7172, 1.8258], [-0.8633, -0.0032, 0.8163], [-0.0718, -0.5175, 1.8595], [-2.4715, 0.0253, -5.6612], [2.0650, -1.9251, 2.7069], [2.3570, -1.0121, 2.1770], [0.5512, 0.8900, -2.0847], [-1.8453, 2.1545, -5.8511], [-1.9181, 1.2262, -5.3182], [-2.4789, -1.0128, 4.1340], [-2.8374, 0.5351, 0.1589], [-2.9615, -0.2182, -6.5812], [3.7289, 2.0084, 3.2250], [-1.2922, -1.5421, -1.8140], [-0.6369, -0.8869, 3.0633], [-0.3821, 0.6736, -1.5536], [-2.7882, -0.2225, 2.1750], [-3.8531, -0.1172, 2.3173], [2.0012, 0.3427, 3.8079]],
  "forces_ev_per_a": [[0.03, -0.05, -0.27], [-0.22, 0.00, 0.06], [-0.02, -0.22, 0.10], [-0.05, -0.04, 0.07], [0.29, 0.27, 0.40], [0.46, 0.00, -0.39], [-0.12, -0.13, 0.15], [0.09, -0.03, -0.04], [0.08, -0.03, 0.08], [-0.09, -0.03, 0.13], [0.45, 0.37, 0.75], [0.10, 0.02, -0.09], [0.44, 0.00, 0.03], [-0.12, -0.05, 0.04], [-0.11, -0.07, 0.06], [0.27, 0.00, -0.13], [-0.71, -1.16, -0.69], [-0.07, 0.11, -0.40], [0.21, 0.33, 0.16], [-0.02, 0.09, -0.08], [-0.21, -0.08, 0.54], [-0.63, 0.08, 0.00], [0.20, 0.54, 0.04], [0.04, 0.02, -0.14], [0.25, 0.09, 0.33], [-0.17, 0.08, 0.00], [0.07, 0.16, 0.03], [-0.42, -0.37, -0.65], [-0.04, -0.02, 0.07], [-0.06, 0.03, -0.10], [-0.08, 0.02, -0.21], [0.05, 0.10, 0.01], [0.01, 0.15, -0.16], [0.23, 0.02, -0.17], [0.07, -0.11, 0.21], [-0.10, -0.04, 0.17], [-0.08, 0.01, 0.02], [0.01, -0.06, 0.08]],
  "lowdin_charge": [-0.2275, -0.1029, 0.1210, 0.1075, 0.0521, 0.1424, -0.1025, 0.1432, 0.1054, 0.0301, 0.0197, 0.0720, -0.3939, 0.0205, 0.1202, -0.0104, -0.2043, 0.0231, -0.3110, 0.0691, -0.1488, -0.1465, -0.0453, 0.1245, -0.1501, 0.1299, 0.1256, -0.0998, 0.0978, 0.1112, 0.1038, 0.0692, 0.1267, -0.0203, -0.0529, -0.0994, 0.0985, 0.1022],
  "de_lowest_kj_mol": 142.9,
  "smiles": "[H]/N=c1\\n(CCC)c2ccccc2n1CC(=O)c1ccco1",
  "total_energy_ha": -934.65315,
  "total_charge": 0,
  "homo_energy_ha": -0.2703
}

---

# 5
{
  "formula": "C2H5AsF6NNaOSbSe4",
  "method": "the ωB97M-V functional and the def2-TZVPD basis",
  "elements": ["N", "Se", "O", "Se", "F", "As", "H", "C", "Se", "F", "Sb", "F", "H", "H", "Na", "F", "F", "C", "Se", "F", "H", "H"],
  "xyz": [[2.0244, 0.2956, -2.0296], [2.5150, 5.2442, 1.8169], [0.6797, -1.0044, -0.7676], [-0.1199, 2.4039, 0.4998], [-3.3152, -0.9607, 2.3525], [-2.4342, -2.4543, 2.3399], [-0.9263, -0.7068, -2.8205], [-0.3504, 0.1789, -2.5577], [2.5318, 3.7857, -1.9355], [-1.0023, -1.5713, 2.9082], [2.1802, 3.2066, 0.6006], [-1.4781, -3.9061, 2.2942], [2.7149, 0.2940, -1.2780], [-0.0544, 0.7201, -3.4544], [-0.2179, -0.7119, 1.1209], [-1.8903, -2.0725, 0.7089], [-3.8131, -3.3077, 1.7139], [0.8283, -0.2259, -1.7119], [3.9713, 1.5726, 0.7160], [-2.9020, -2.7775, 3.9790], [2.0235, 1.1617, -2.5557], [-0.9649, 0.8359, -1.9400]],
  "forces_ev_per_a": [[-0.02, 0.07, 0.05], [0.01, 0.18, 0.20], [0.19, -0.21, -0.53], [-0.18, -0.26, 0.19], [0.06, -0.22, 0.03], [-0.25, -0.18, 0.15], [-0.01, -0.02, 0.02], [0.04, 0.00, -0.05], [0.07, -0.04, 0.10], [-0.28, -0.28, 0.28], [-0.03, 0.18, -0.46], [-0.18, 0.20, 0.04], [0.02, 0.00, 0.01], [0.01, 0.01, -0.03], [0.38, 0.84, -0.10], [-0.26, -0.22, 0.10], [0.27, 0.16, 0.12], [0.01, 0.04, 0.16], [0.06, -0.24, -0.05], [0.09, 0.02, -0.27], [0.02, -0.01, 0.05], [0.01, 0.00, -0.01]],
  "lowdin_charge": [0.1505, -0.3248, -0.0613, -0.1351, -0.2438, 0.7542, 0.0802, -0.0175, -0.0625, -0.2813, -0.4447, -0.2530, -0.0061, 0.0729, 0.3570, -0.2650, -0.2558, -0.6165, -0.2353, -0.2527, -0.0028, 0.0436],
  "de_lowest_kj_mol": 4.9,
  "total_energy_ha": -13052.84445,
  "spin_multiplicity": 2,
  "total_charge": -2,
  "homo_energy_ha": [-0.0686, -0.0681]
}

---

# 6
{
  "formula": "C4H5NO2",
  "method": "the ωB97M-V functional and the def2-TZVPD basis",
  "elements": ["H", "O", "N", "C", "H", "C", "C", "O", "C", "H", "H", "H"],
  "xyz": [[-1.9681, -1.3908, 0.2714], [1.2721, -1.7109, -0.3724], [-0.2882, -0.2362, 0.2525], [2.0131, 0.4324, 0.4053], [-1.4624, -0.9425, -1.4239], [-1.4842, -0.6599, -0.3675], [0.9734, -0.5997, 0.0224], [1.7721, 1.5915, 0.6447], [-1.2227, 0.7908, 0.0174], [3.0225, 0.0042, 0.4183], [-1.6486, 1.2308, 0.9123], [-0.9790, 1.4903, -0.7805]],
  "forces_ev_per_a": [[-0.81, 0.45, -0.13], [0.47, 0.31, -0.02], [0.37, -0.20, 0.04], [0.27, 0.64, 0.11], [0.18, 0.24, 0.27], [-0.12, -0.48, 0.08], [-0.06, -0.29, -0.11], [0.03, -0.80, -0.18], [-0.21, 0.23, 0.02], [0.29, 0.07, 0.03], [-0.17, -0.04, -0.15], [-0.23, -0.13, 0.05]],
  "lowdin_charge": [0.1140, 0.0878, -0.0552, -0.1397, 0.1197, -0.0644, -0.4449, 0.0871, -0.0604, 0.1259, 0.1117, 0.1182],
  "de_lowest_kj_mol": 209.8,
  "smiles": "O=CC(=O)N1CC1",
  "total_energy_ha": -360.58950,
  "total_charge": 0,
  "homo_energy_ha": -0.3645
}